Here is a 2-piece molecular cluster, C22H40NO10P2 overall in a non-equilibrium geometry from the OMol25 dataset. Energies are from the ωB97M-V functional and the def2-TZVPD basis.

The geometry in XYZ format:
```
75
Properties=species:S:1:pos:R:3
C -1.98 3.48 2.70
C -1.45 3.43 1.30
O -2.00 3.97 0.39
O -0.22 2.76 1.01
C -0.32 1.40 1.04
O -0.60 0.81 2.04
C 0.02 0.72 -0.28
N -1.19 0.32 -1.06
C -1.69 1.46 -1.93
C -2.29 -0.20 -0.21
O -3.26 -0.81 -1.01
C -4.55 -0.58 -0.45
C -5.23 0.51 -0.95
C -6.49 0.85 -0.49
C -7.24 2.02 -1.04
C -7.00 0.05 0.52
C -6.32 -1.05 1.01
C -5.06 -1.41 0.53
C -4.34 -2.64 1.06
C -5.33 -3.65 1.65
C -3.26 -2.32 2.14
P -0.56 -1.01 -2.20
O -1.64 -1.22 -3.36
O 0.72 -0.31 -2.91
H -2.93 4.00 2.64
H -1.34 4.07 3.36
H -2.17 2.50 3.12
H 0.55 -0.20 -0.05
H 0.61 1.39 -0.90
H -2.48 1.11 -2.58
H -0.84 1.82 -2.52
H -2.05 2.26 -1.28
H -2.76 0.59 0.38
H -1.85 -0.90 0.50
H -4.75 1.11 -1.72
H -6.62 2.90 -1.18
H -8.10 2.26 -0.42
H -7.62 1.76 -2.03
H -7.97 0.30 0.92
H -6.80 -1.61 1.79
H -3.87 -3.16 0.22
H -6.15 -3.80 0.94
H -4.86 -4.60 1.87
H -5.80 -3.26 2.56
H -3.30 -3.07 2.92
H -2.27 -2.39 1.70
H -3.40 -1.33 2.57
H -1.85 -2.17 -3.32
H 1.49 -0.33 -2.31
O 4.20 -0.25 -1.42
P 5.24 0.26 -0.44
O 6.60 -0.41 -1.05
C 7.00 -0.12 -2.39
C 7.80 1.17 -2.48
O 4.86 -0.83 0.75
C 3.55 -1.38 0.81
C 3.51 -2.73 0.12
O 5.98 1.18 0.67
C 6.98 0.65 1.58
C 8.39 0.91 1.11
H 6.12 -0.07 -3.04
H 7.60 -0.96 -2.74
H 7.30 1.98 -1.96
H 7.94 1.45 -3.53
H 8.78 1.04 -2.03
H 2.83 -0.68 0.38
H 3.28 -1.50 1.86
H 4.05 -2.71 -0.83
H 2.48 -3.03 -0.07
H 3.99 -3.49 0.73
H 6.82 -0.41 1.78
H 6.81 1.18 2.52
H 8.71 0.18 0.37
H 9.08 0.83 1.95
H 8.49 1.90 0.67
```

The HOMO energy comes out at -0.4254 Ha. As for the LUMO energy: -2.98 eV. As for the total charge: +1.

---

Here is one molecule with the formula C5H9NO from the OMol25 dataset. Energies are from the ωB97M-V functional and the def2-TZVPD basis.

The geometry in XYZ format:
```
16
Properties=species:S:1:pos:R:3
C 1.57 -0.85 -0.18
C 0.46 -0.35 0.74
N 0.65 1.03 1.19
C -0.52 1.50 0.63
O -1.09 2.57 0.70
C -0.89 0.10 0.11
C -1.27 -0.23 -1.32
H 1.75 -0.14 -0.99
H 1.33 -1.83 -0.61
H 2.51 -0.95 0.38
H 0.33 -1.05 1.58
H 1.08 1.37 2.04
H -1.73 -0.18 0.77
H -0.43 -0.19 -2.02
H -2.05 0.45 -1.68
H -1.69 -1.25 -1.36
```

The SMILES is C[C@@H]1C(=O)N[C@@H]1C. The HOMO energy comes out at -0.3509 Ha. As for the LUMO energy: 0.89 eV. The calculation puts the energy relative to the best compared isomer or geometry (same formula, charge and spin) at 18.6 kcal per mole.

---

Here is a 2-piece molecular cluster, C27H26F6NOS overall in a non-equilibrium geometry from the OMol25 dataset. Energies are from the ωB97M-V functional and the def2-TZVPD basis.

The geometry in XYZ format:
```
62
Properties=species:S:1:pos:R:3
F -1.59 -3.25 5.44
C -0.57 -2.37 5.51
F -0.47 -1.86 6.75
F 0.58 -2.98 5.15
C -0.84 -1.24 4.53
C -0.45 0.05 4.80
C -0.70 1.06 3.90
C -1.36 0.80 2.68
C -1.60 1.89 1.80
C -2.23 1.95 0.53
C -2.85 0.87 -0.12
C -3.42 1.02 -1.36
C -3.43 2.25 -1.99
C -4.08 2.37 -3.35
F -4.52 3.63 -3.51
F -3.16 2.08 -4.29
F -5.10 1.50 -3.42
C -2.84 3.34 -1.37
C -2.25 3.20 -0.13
C -1.70 -0.55 2.42
C -1.46 -1.53 3.33
H 0.05 0.26 5.73
H -0.40 2.06 4.13
H -1.25 2.84 2.17
H -2.94 -0.09 0.34
H -3.88 0.18 -1.85
H -2.86 4.29 -1.86
H -1.81 4.05 0.35
H -2.14 -0.84 1.49
H -1.75 -2.55 3.13
C -12.01 3.18 1.28
N -10.93 4.08 0.86
C -11.40 5.37 0.34
C -9.61 3.95 1.41
C -8.58 3.35 0.67
C -7.32 3.21 1.21
C -7.03 3.67 2.50
C -5.65 3.50 3.00
C -5.30 3.97 4.27
S -3.63 3.75 4.85
C -3.40 5.46 5.43
C -4.07 3.10 6.48
O -4.81 2.92 2.28
C -8.06 4.28 3.23
C -9.32 4.41 2.70
H -11.59 2.31 1.79
H -12.68 3.69 1.96
H -12.56 2.83 0.41
H -10.56 6.05 0.19
H -11.90 5.22 -0.61
H -12.09 5.83 1.04
H -8.79 2.99 -0.32
H -6.53 2.75 0.64
H -6.01 4.47 4.90
H -2.48 5.54 6.00
H -3.34 6.13 4.58
H -4.23 5.78 6.06
H -3.18 3.04 7.11
H -4.81 3.72 6.98
H -4.48 2.10 6.37
H -7.88 4.64 4.22
H -10.11 4.88 3.26
```

The HOMO energy comes out at -0.3530 Ha. As for the LUMO energy: -6.04 eV. As for the total charge: +1.

---

Here is a 2-piece molecular cluster, CH2NOS3 overall in a non-equilibrium geometry from the OMol25 dataset. Energies are from the ωB97M-V functional and the def2-TZVPD basis.

The geometry in XYZ format:
```
8
Properties=species:S:1:pos:R:3
C -0.36 -0.94 -1.02
N 1.13 0.37 0.23
O 0.69 1.68 0.00
S 0.72 -0.19 1.76
S 0.37 -2.26 -1.50
S -1.64 0.00 -0.99
H -0.63 -0.30 1.64
H -0.28 1.63 -0.13
```

The HOMO energy (alpha / beta) comes out at -0.1177 / -0.1179 Ha. As for the LUMO energy (alpha / beta): 3.35 / 3.35 eV. As for the total charge: -1. The calculation puts the energy relative to the best compared isomer or geometry (same formula, charge and spin) at 87.9 kcal per mole.